# 1
{"formula": "C4HN2S3", "method": "the ωB97M-V functional and the def2-TZVPD basis", "elements": ["C", "C", "C", "C", "N", "N", "S", "S", "S", "H"], "xyz": [[1.938, -1.794, 0.859], [1.282, -1.121, -0.098], [-0.886, 1.616, 1.013], [0.826, -0.431, -1.045], [2.392, -2.368, 1.745], [-1.939, 1.160, 0.640], [0.194, 2.601, 1.587], [-1.791, -0.345, -2.040], [0.090, 0.089, -2.487], [-2.105, 0.592, -0.175]], "lowdin_charge": [-0.3206, -0.1229, -0.9017, -0.5328, 0.1093, 0.0930, 0.6054, -0.0743, 0.2682, -0.1237], "fmax_ev_per_a": 5.18, "spin_multiplicity": 1, "gap_ha": 0.254, "total_charge": -1, "homo_energy_ev": -3.80, "de_lowest_kcal_mol": 0.0, "e_lumo_ev": 3.1}

# 2
{"formula": "C4HN3O", "method": "the ωB97M-V functional and the def2-TZVPD basis", "elements": ["C", "C", "C", "C", "H", "N", "N", "N", "O"], "xyz": [[0.356, 0.335, -0.791], [0.080, 1.776, 0.734], [-0.561, -0.151, 0.189], [-0.725, -1.600, 0.245], [0.240, 2.886, 1.213], [0.787, 1.621, -0.375], [-0.703, 0.700, 1.273], [-0.419, -2.780, 0.604], [0.901, -0.230, -1.748]], "lowdin_charge": [-0.4335, -0.1568, -0.1978, -0.0517, 0.1720, 0.1306, 0.1870, 0.1843, 0.1659], "fmax_ev_per_a": 10.28, "spin_multiplicity": 1, "smiles": "N#CC1=NC=NC1=O", "gap_ha": 0.290, "total_charge": 0, "homo_energy_ev": -11.28, "de_lowest_kcal_mol": 52.4, "e_lumo_ev": -3.4}

# 3
{"formula": "C4HNO3", "method": "the ωB97M-V functional and the def2-TZVPD basis", "elements": ["C", "C", "C", "C", "N", "O", "O", "O", "H"], "xyz": [[-2.746, 0.367, -0.185], [-1.948, -0.008, 0.636], [0.384, -1.281, 0.039], [2.053, 0.761, 0.164], [1.030, -0.292, -0.095], [2.393, 0.827, 1.355], [-0.168, -2.324, 0.151], [2.437, 1.352, -0.838], [-3.435, 0.598, -1.227]], "lowdin_charge": [-0.3842, -0.3882, -0.4699, -0.7894, 0.2017, -0.0809, -0.0015, -0.0742, -0.0132], "fmax_ev_per_a": 7.94, "spin_multiplicity": 1, "gap_ha": 0.267, "total_charge": -2, "homo_energy_ev": -0.48, "de_lowest_kcal_mol": 29.7, "e_lumo_ev": 6.8}